Molecular formula: C44H80F5O26S7
Method: DFT, ωB97M-V with the def2-TZVPD basis set

Cartesian coordinates (Å):
C1 -5.117 -5.391 -0.658
C2 -3.582 -5.270 -1.187
O1 -2.668 -4.897 -0.129
C3 -1.622 -4.006 -0.596
C4 -0.214 -4.669 -0.109
C5 -0.042 -4.253 1.440
C6 0.713 -2.816 1.628
C7 1.198 -2.770 3.159
C8 1.369 -1.306 3.764
C9 2.434 -0.404 3.473
C10 3.525 -0.908 2.401
O2 4.652 -1.400 2.712
O3 3.129 -0.815 1.063
C11 2.528 1.044 4.185
O4 3.625 1.527 4.549
C12 1.098 1.762 4.421
C13 0.932 3.296 4.362
C14 -0.534 3.839 4.569
C15 -1.706 2.867 4.831
C16 -3.217 3.425 4.995
C17 -3.899 3.239 3.523
C18 -3.103 3.994 2.356
C19 -3.770 3.752 0.897
F1 -5.027 4.400 0.759
F2 -3.846 2.327 0.666
C20 -2.663 4.290 -0.177
F3 -1.930 5.413 0.329
F4 -3.221 4.640 -1.426
F5 -1.693 3.239 -0.277
C21 -1.559 1.301 4.927
C22 -0.094 0.772 4.717
C23 0.228 -0.814 4.797
O5 -0.370 -1.571 5.601
H1 -5.744 -5.507 -1.626
H2 -5.294 -6.314 -0.002
H3 -5.377 -4.397 -0.152
H4 -3.206 -6.233 -1.677
H5 -3.621 -4.458 -2.013
H6 -1.701 -2.991 -0.067
H7 -1.584 -3.866 -1.728
H8 0.690 -4.254 -0.679
H9 -0.259 -5.806 -0.236
H10 -1.088 -4.205 1.937
H11 0.520 -5.086 1.998
H12 -0.011 -1.989 1.325
H13 1.636 -2.886 0.937
H14 0.401 -3.327 3.779
H15 2.193 -3.327 3.224
H16 1.807 4.020 4.174
H17 -0.698 4.977 4.516
H18 -3.233 4.525 5.293
H19 -3.800 2.753 5.718
H20 -3.946 2.124 3.253
H21 -4.996 3.603 3.574
H22 -2.008 3.694 2.246
H23 -3.157 5.118 2.572
H24 -2.441 0.608 5.114
O6 -8.004 -3.484 -1.223
S1 -9.006 -3.658 -2.240
O7 -8.659 -4.045 -3.584
O8 -9.925 -2.327 -2.303
C24 -9.282 -1.071 -2.539
C25 -8.815 -0.938 -3.976
C26 -10.241 -4.777 -1.653
H25 -8.452 -0.933 -1.840
H26 -10.016 -0.292 -2.328
H27 -8.035 -1.666 -4.210
H28 -8.403 0.058 -4.160
H29 -9.641 -1.115 -4.669
H30 -10.542 -4.482 -0.648
H31 -9.799 -5.774 -1.635
H32 -11.089 -4.762 -2.337
O9 -4.778 -1.575 -8.575
S2 -5.122 -1.436 -7.184
O10 -6.259 -0.658 -6.758
O11 -3.818 -0.938 -6.365
C27 -3.181 0.279 -6.766
C28 -4.000 1.496 -6.383
C29 -5.261 -3.043 -6.462
H33 -2.973 0.263 -7.840
H34 -2.220 0.319 -6.251
H35 -4.950 1.523 -6.923
H36 -3.459 2.416 -6.619
H37 -4.235 1.484 -5.316
H38 -4.394 -3.638 -6.744
H39 -6.172 -3.500 -6.851
H40 -5.333 -2.942 -5.379
O12 -1.098 3.202 -7.359
S3 -0.159 4.291 -7.306
O13 0.035 5.178 -8.425
O14 1.283 3.719 -6.841
C30 1.882 2.674 -7.612
C31 2.408 3.186 -8.941
C32 -0.496 5.278 -5.880
H41 1.174 1.854 -7.757
H42 2.715 2.284 -7.025
H43 1.596 3.536 -9.582
H44 2.938 2.395 -9.478
H45 3.085 4.030 -8.789
H46 -0.613 4.628 -5.014
H47 -1.422 5.822 -6.069
H48 0.322 5.984 -5.734
O15 9.285 4.540 2.344
S4 9.181 4.053 3.694
O16 9.980 2.950 4.164
O17 7.626 3.748 4.026
C33 6.914 2.830 3.187
C34 7.344 1.396 3.431
C35 9.401 5.401 4.814
H49 7.033 3.105 2.135
H50 5.855 2.930 3.431
H51 8.387 1.239 3.145
H52 6.732 0.703 2.847
H53 7.258 1.142 4.490
H54 8.779 6.236 4.497
H55 10.453 5.686 4.785
H56 9.136 5.076 5.820
O18 8.015 8.131 5.675
S5 6.777 8.826 5.436
O19 6.400 9.266 4.118
O20 6.675 10.084 6.452
C36 7.723 11.056 6.436
C37 7.660 11.930 5.197
C38 5.443 7.875 6.095
H57 8.697 10.568 6.527
H58 7.590 11.682 7.321
H59 7.845 11.349 4.290
H60 8.413 12.722 5.242
H61 6.671 12.384 5.093
H62 5.694 7.559 7.107
H63 5.311 7.003 5.452
H64 4.536 8.479 6.087
O21 -4.213 -8.006 0.973
S6 -4.535 -9.051 1.908
O22 -4.285 -8.908 3.319
O23 -3.863 -10.436 1.400
C39 -2.449 -10.467 1.191
C40 -1.686 -10.467 2.503
C41 -6.227 -9.514 1.698
H65 -2.139 -9.634 0.554
H66 -2.227 -11.389 0.650
H67 -1.837 -9.534 3.051
H68 -0.613 -10.578 2.328
H69 -2.028 -11.279 3.149
H70 -6.430 -9.661 0.638
H71 -6.840 -8.700 2.088
H72 -6.420 -10.425 2.265
O24 4.061 -3.469 -2.287
S7 4.978 -2.357 -2.262
O25 5.130 -1.479 -3.400
O26 6.447 -2.899 -1.829
C42 7.044 -3.935 -2.606
C43 7.525 -3.424 -3.951
C44 4.652 -1.364 -0.838
H73 6.347 -4.770 -2.726
H74 7.900 -4.306 -2.038
H75 6.690 -3.094 -4.574
H76 8.056 -4.208 -4.497
H77 8.190 -2.566 -3.823
H78 4.568 -2.006 0.034
H79 3.711 -0.841 -1.009
H80 5.458 -0.640 -0.717

As for the molar mass: 1344.56 g mol⁻¹. For the HOMO energy, the calculation gives -5.36 eV. For the HOMO-LUMO gap, the calculation gives 0.243 Eh. The total energy is -189584.7371 eV. As for the total charge: -1. Its LUMO energy is 1.2416 eV.


Molecular formula: C44H80N3O14S2
Method: DFT, ωB97M-V with the def2-TZVPD basis set

Cartesian coordinates (Å):
O1 12.770 0.724 -0.794
N1 12.162 1.262 -1.608
O2 11.152 2.108 -0.998
C1 10.431 2.806 -1.988
C2 9.688 1.967 -3.035
C3 8.462 1.349 -2.214
C4 8.837 -0.124 -1.904
C5 8.658 -0.998 -3.143
C6 7.225 -1.568 -3.353
S1 5.914 -0.841 -2.353
C7 5.218 0.466 -3.358
S2 5.534 0.557 -4.958
N2 4.470 1.368 -2.600
C8 3.976 2.524 -3.325
C9 2.914 2.494 -4.219
C10 2.538 3.661 -4.862
C11 3.173 4.871 -4.611
C12 4.212 4.909 -3.688
C13 4.608 3.732 -3.066
C14 3.487 0.745 -1.730
C15 3.121 1.439 -0.578
C16 2.210 0.924 0.328
C17 1.651 -0.333 0.077
C18 1.990 -1.003 -1.084
C19 2.895 -0.483 -2.001
C20 8.327 2.278 -0.994
N3 9.310 3.417 -1.247
H1 11.097 3.513 -2.489
H2 9.273 2.631 -3.793
H3 10.364 1.225 -3.440
H4 7.632 1.426 -2.912
H5 9.894 -0.113 -1.629
H6 8.303 -0.515 -1.039
H7 9.329 -1.854 -3.040
H8 8.991 -0.485 -4.045
H9 6.996 -1.547 -4.416
H10 7.228 -2.618 -3.062
H11 2.400 1.569 -4.433
H12 1.729 3.662 -5.581
H13 2.877 5.786 -5.105
H14 4.730 5.822 -3.425
H15 5.428 3.751 -2.354
H16 3.558 2.414 -0.394
H17 1.954 1.485 1.216
H18 0.954 -0.753 0.789
H19 1.536 -1.969 -1.269
H20 3.145 -1.027 -2.903
H21 8.418 1.827 -0.014
H22 7.361 2.772 -1.104
H23 8.860 4.059 -1.897
H24 9.648 3.875 -0.399
C21 -0.345 1.886 -2.312
O3 -0.805 1.665 -3.631
C22 -0.135 0.661 -4.366
C23 -1.034 -0.453 -4.880
O4 -1.738 -1.210 -3.914
C24 -2.768 -0.607 -3.144
C25 -4.001 -0.111 -3.878
O5 -3.739 0.915 -4.818
C26 -4.181 0.667 -6.139
H25 0.296 2.772 -2.278
H26 -1.211 2.067 -1.671
H27 0.200 1.028 -1.915
H28 0.686 0.229 -3.783
H29 0.303 1.151 -5.246
H30 -0.373 -1.175 -5.369
H31 -1.703 -0.089 -5.661
H32 -2.359 0.166 -2.493
H33 -3.111 -1.402 -2.475
H34 -4.672 0.306 -3.117
H35 -4.523 -0.953 -4.344
H36 -4.270 -0.402 -6.347
H37 -3.445 1.085 -6.828
H38 -5.143 1.156 -6.318
C27 2.872 6.025 6.950
O6 3.548 4.902 6.414
C28 2.788 3.713 6.314
C29 2.694 3.151 4.905
O7 2.110 3.975 3.909
C30 2.749 5.179 3.515
C31 4.109 5.068 2.849
O8 5.122 4.504 3.668
C32 5.762 3.364 3.143
H39 3.145 6.166 7.999
H40 3.183 6.912 6.395
H41 1.787 5.933 6.866
H42 1.782 3.857 6.719
H43 3.282 2.952 6.929
H44 2.031 2.283 4.965
H45 3.657 2.761 4.573
H46 2.770 5.898 4.334
H47 2.078 5.610 2.765
H48 4.428 6.088 2.601
H49 4.010 4.519 1.906
H50 5.136 2.831 2.421
H51 5.973 2.682 3.969
H52 6.711 3.648 2.671
C33 -5.494 -3.935 2.679
O9 -4.587 -4.308 1.658
C34 -4.116 -5.641 1.709
C35 -4.415 -6.458 0.461
O10 -5.775 -6.630 0.106
C36 -6.550 -5.524 -0.325
C37 -6.152 -4.850 -1.627
O11 -4.859 -4.272 -1.608
C38 -3.976 -4.700 -2.627
H53 -4.975 -3.358 3.452
H54 -6.265 -3.298 2.240
H55 -5.988 -4.795 3.135
H56 -4.510 -6.160 2.588
H57 -3.025 -5.601 1.812
H58 -4.058 -7.471 0.671
H59 -3.829 -6.107 -0.389
H60 -6.665 -4.792 0.476
H61 -7.548 -5.937 -0.493
H62 -6.870 -4.038 -1.793
H63 -6.259 -5.553 -2.459
H64 -4.242 -5.686 -3.017
H65 -2.974 -4.767 -2.200
H66 -3.961 -3.971 -3.443
C39 -10.678 -3.899 7.316
O12 -10.396 -2.797 6.476
C40 -9.028 -2.524 6.250
C41 -8.616 -2.546 4.786
O13 -8.806 -3.755 4.070
C42 -10.118 -4.239 3.825
C43 -11.035 -3.389 2.962
O14 -11.325 -2.114 3.503
C44 -11.034 -1.010 2.670
H67 -10.932 -3.554 8.323
H68 -11.542 -4.429 6.911
H69 -9.842 -4.600 7.372
H70 -8.394 -3.212 6.819
H71 -8.828 -1.511 6.622
H72 -7.533 -2.388 4.772
H73 -9.044 -1.701 4.244
H74 -10.608 -4.520 4.758
H75 -9.967 -5.174 3.279
H76 -11.984 -3.934 2.882
H77 -10.623 -3.306 1.951
H78 -10.262 -1.245 1.933
H79 -10.665 -0.197 3.299
H80 -11.938 -0.669 2.158

As for the molar mass: 939.26 g mol⁻¹. For the HOMO energy, the calculation gives -9.93 eV. For the HOMO-LUMO gap, the calculation gives 0.232 Eh. The total energy is -101713.4925 eV. As for the total charge: +1. Its LUMO energy is -3.6147 eV.


Molecular formula: C44H83Cl38N7O5PS
Method: DFT, ωB97M-V with the def2-TZVPD basis set

Cartesian coordinates (Å):
C1 -5.647 1.624 1.931
C2 -4.664 1.719 0.593
O1 -3.856 2.808 0.532
O2 -4.677 0.683 -0.486
C3 -3.464 -0.163 -0.244
C4 -2.600 -0.345 -1.617
C5 -1.014 -0.820 -1.367
C6 -1.021 -1.642 0.090
C7 0.359 -2.508 0.350
C8 0.097 -3.892 1.251
C9 0.916 -5.129 0.480
N1 1.074 -6.367 1.334
C10 2.442 -6.477 1.971
N2 2.495 -7.054 3.233
N3 3.760 -6.054 1.363
C11 -0.718 -1.838 -2.655
O3 -1.179 -3.240 -2.379
C12 0.811 -1.829 -3.205
N4 1.510 -0.480 -3.218
C13 2.588 -0.603 -2.172
C14 3.346 0.772 -1.738
C15 3.618 2.104 -2.645
C16 4.445 3.433 -2.067
C17 5.014 3.436 -0.516
C18 5.830 4.774 0.022
C19 4.754 2.114 0.418
C20 3.964 0.809 -0.184
C21 0.397 0.498 -2.785
N5 -0.123 1.347 -3.727
P1 0.358 1.475 -5.443
O4 2.013 1.092 -5.793
O5 -0.152 3.049 -6.034
S1 -0.730 0.163 -6.460
N6 -0.040 0.336 -1.350
C22 -0.577 1.584 -0.717
C23 0.583 2.754 -0.425
C24 0.620 3.822 -1.668
C25 1.170 5.338 -1.222
N7 2.206 5.783 -2.230
H1 -6.757 1.364 1.640
H2 -5.680 2.713 2.417
H3 -5.209 0.918 2.772
H4 -2.903 0.339 0.651
H5 -3.878 -1.213 0.147
H6 -2.662 0.605 -2.327
H7 -3.128 -1.220 -2.234
H8 -1.907 -2.441 0.141
H9 -1.075 -0.866 0.997
H10 1.059 -1.832 1.041
H11 0.898 -2.871 -0.622
H12 0.403 -3.771 2.374
H13 -1.053 -4.199 1.211
H14 1.918 -4.685 0.060
H15 0.268 -5.419 -0.479
H16 1.040 -7.171 0.642
H17 3.524 -7.048 3.499
H18 3.862 -6.343 0.364
H19 3.767 -5.000 1.413
H20 -1.413 -1.476 -3.555
H21 -0.352 -3.837 -2.308
H22 0.770 -2.178 -4.346
H23 1.551 -2.582 -2.680
H24 3.423 -1.320 -2.635
H25 2.228 -1.135 -1.191
H26 3.247 2.141 -3.753
H27 4.635 4.360 -2.793
H28 5.227 5.741 -0.253
H29 5.832 4.688 1.208
H30 6.907 4.836 -0.443
H31 5.149 2.128 1.520
H32 3.792 -0.136 0.523
H33 -0.916 1.999 -3.442
H34 2.489 1.994 -5.832
H35 -0.857 2.896 -6.743
H36 -1.413 2.149 -1.327
H37 -0.959 1.281 0.372
H38 0.158 3.356 0.514
H39 1.617 2.307 -0.116
H40 -0.509 4.012 -2.006
H41 1.173 3.442 -2.633
H42 1.515 5.375 -0.104
H43 0.269 6.115 -1.310
H44 2.031 5.370 -3.186
H45 2.275 6.823 -2.282
C26 2.377 -0.683 -8.354
Cl1 1.943 -2.387 -8.167
Cl2 3.817 -0.500 -9.364
H46 1.544 -0.154 -8.824
H47 2.577 -0.256 -7.368
C27 3.378 -5.853 6.536
Cl3 2.945 -7.557 6.723
Cl4 4.818 -5.670 5.526
H48 2.545 -5.324 6.066
H49 3.578 -5.427 7.521
C28 -0.332 0.511 4.105
Cl5 -0.573 -1.201 4.472
Cl6 0.103 0.743 2.407
H50 -1.258 1.053 4.312
H51 0.472 0.900 4.734
C29 -3.439 0.418 -8.923
Cl7 -4.157 -0.390 -10.321
Cl8 -2.105 1.470 -9.411
H52 -4.204 1.021 -8.428
H53 -3.060 -0.338 -8.231
C30 -4.539 5.919 1.324
Cl9 -3.430 6.890 0.348
Cl10 -6.120 6.699 1.456
H54 -4.663 4.941 0.854
H55 -4.118 5.797 2.325
C31 6.347 -1.313 2.084
Cl11 4.662 -1.821 1.917
Cl12 6.907 -0.482 0.628
H56 6.431 -0.634 2.936
H57 6.970 -2.195 2.252
C32 9.590 5.119 1.551
Cl13 8.430 6.436 1.338
Cl14 8.765 3.595 1.902
H58 10.171 5.005 0.633
H59 10.256 5.363 2.382
C33 -3.320 -5.708 -0.921
Cl15 -3.858 -7.193 -1.716
Cl16 -2.976 -5.990 0.790
H60 -2.411 -5.351 -1.412
H61 -4.106 -4.954 -1.006
C34 7.019 -8.806 5.411
Cl17 8.382 -8.682 6.529
Cl18 7.564 -9.261 3.792
H62 6.324 -9.565 5.779
H63 6.514 -7.838 5.357
C35 -6.356 -6.377 2.063
Cl19 -7.568 -7.319 1.186
Cl20 -6.288 -4.715 1.466
H64 -6.616 -6.364 3.124
H65 -5.377 -6.844 1.929
C36 11.802 0.966 2.752
Cl21 10.095 0.698 2.381
Cl22 12.391 2.453 1.998
H66 11.923 1.045 3.836
H67 12.385 0.122 2.377
C37 -4.222 8.774 3.816
Cl23 -5.175 10.258 3.697
Cl24 -2.990 8.908 5.076
H68 -4.888 7.942 4.057
H69 -3.732 8.588 2.857
C38 -5.056 1.791 -4.123
Cl25 -5.489 0.088 -3.936
Cl26 -3.616 1.974 -5.132
H70 -5.888 2.321 -4.592
H71 -4.856 2.218 -3.137
C39 -5.157 7.122 7.898
Cl27 -4.797 5.802 9.017
Cl28 -6.454 6.675 6.783
H72 -5.468 7.999 8.471
H73 -4.258 7.357 7.323
C40 -10.498 -7.085 3.054
Cl29 -11.658 -5.768 2.841
Cl30 -11.322 -8.609 3.405
H74 -9.916 -7.199 2.136
H75 -9.831 -6.841 3.885
C41 -8.035 -2.712 -2.389
Cl31 -6.453 -3.457 -2.133
Cl32 -9.092 -3.770 -3.332
H76 -8.499 -2.520 -1.418
H77 -7.902 -1.770 -2.927
C42 6.582 -7.426 -0.374
Cl33 5.370 -8.368 -1.251
Cl34 6.650 -5.764 -0.970
H78 6.322 -7.413 0.688
H79 7.561 -7.893 -0.508
C43 1.503 10.208 -2.326
Cl35 3.086 9.463 -2.070
Cl36 0.447 9.150 -3.269
H80 1.039 10.400 -1.355
H81 1.636 11.150 -2.864
C44 -8.317 3.004 4.603
Cl37 -9.035 2.197 3.204
Cl38 -6.983 4.056 4.115
H82 -9.082 3.607 5.098
H83 -7.938 2.248 5.295

As for the molar mass: 2200.45 g mol⁻¹. For the HOMO energy, the calculation gives -10.28 eV. For the HOMO-LUMO gap, the calculation gives 0.219 Eh. The total energy is -563594.8086 eV. As for the total charge: +1. Its LUMO energy is -4.3200 eV.


Q: Which formula does entry 2 have?
A: C44H80N3O14S2


Q: The lowest total charge belongs to which entry?
A: C44H80F5O26S7


Q: Which of these has the highest HOMO energy?
A: C44H80F5O26S7